Record 1
75
Properties=species:S:1:pos:R:3:forces:R:3 method="wB97M-V/def2-TZVPD" e_tot_ev=-69026.941 orbital_gap_ev=6.974 e_lumo_ev=2.108 charge=-1 homo_energy_ev=-4.87
C -1.054118 2.805836 0.412736 0.7 0.2 -0.2
C -1.231037 4.131402 -0.320927 0.4 -0.2 -0.1
O -2.566342 4.444913 -0.703124 0.3 -0.2 0.7
B -3.550018 4.099409 0.206687 -0.4 -0.4 -0.5
O -3.702953 4.694473 1.418952 0.4 0.0 0.2
S -4.759893 2.731355 -0.282325 -0.9 0.2 -0.4
O -4.164992 1.447745 0.103369 0.7 0.0 -0.1
O -4.935760 2.899342 -1.722077 0.4 -0.1 -0.2
O -5.994528 2.980120 0.439543 -0.5 0.2 0.6
H 0.009331 2.550737 0.331986 0.0 0.0 0.0
H -1.593538 1.987113 -0.054463 -0.3 0.3 0.2
H -1.245580 2.869636 1.483752 -0.4 -0.1 0.0
H -0.759424 4.929914 0.272997 -0.3 0.1 0.1
H -0.645479 4.068975 -1.236359 -0.2 0.1 -0.2
H -2.949398 5.262851 1.617891 -0.1 0.2 0.0
F -2.695861 -2.683148 2.683429 0.0 0.0 0.0
C -3.936025 -2.489072 2.152258 -0.4 0.1 -0.2
C -4.907273 -3.448043 2.358049 0.1 -0.2 0.2
C -6.168521 -3.243486 1.813757 0.0 0.1 -0.1
C -6.429151 -2.097641 1.071097 0.1 -0.1 0.1
C -5.431472 -1.148720 0.875876 -0.4 -0.2 -0.1
C -4.175792 -1.343278 1.425870 0.4 0.1 0.1
H -4.677502 -4.336851 2.932826 0.0 0.0 0.0
H -6.946491 -3.980685 1.969104 0.0 0.0 0.0
H -7.411393 -1.942750 0.643498 0.0 0.0 0.0
H -5.619593 -0.255251 0.296924 0.1 0.1 0.1
H -3.395344 -0.607829 1.286202 -0.1 0.0 0.0
F 2.822586 -4.126358 7.061364 0.0 0.0 0.0
C 1.771153 -4.017855 6.218735 -0.2 0.0 -0.2
C 1.505340 -2.797780 5.631004 0.1 0.2 0.0
C 0.427308 -2.691651 4.762991 0.0 -0.1 0.0
C -0.371698 -3.796927 4.502272 0.0 -0.1 0.0
C -0.087866 -5.013611 5.108166 0.1 0.1 0.0
C 0.994020 -5.130708 5.970376 0.0 -0.2 0.1
H 2.135319 -1.946245 5.852588 0.0 0.0 0.0
H 0.209389 -1.743644 4.288969 0.0 0.0 0.0
H -1.210111 -3.708264 3.829603 0.0 0.0 0.0
H -0.711217 -5.875404 4.909436 0.0 0.0 0.0
H 1.236044 -6.072112 6.446304 0.0 0.0 0.0
F -1.514044 -0.054626 0.190515 0.1 -0.3 0.0
C -0.559060 -0.882676 -0.251665 0.1 -0.2 0.0
C -0.086551 -1.873784 0.587853 0.0 0.0 0.2
C 0.900773 -2.731844 0.124914 0.0 0.1 -0.1
C 1.409273 -2.587144 -1.160509 0.1 -0.1 -0.1
C 0.920783 -1.580289 -1.984956 0.0 -0.1 0.2
C -0.073361 -0.723017 -1.534496 0.0 0.1 -0.2
H -0.492164 -1.967114 1.587235 -0.1 0.0 -0.1
H 1.274204 -3.517118 0.769860 0.0 0.0 0.0
H 2.183128 -3.258053 -1.518120 -0.3 0.3 0.2
H 1.315736 -1.460355 -2.986140 0.0 0.0 0.0
H -0.472844 0.061242 -2.164375 0.0 0.0 0.0
F 1.475087 4.665681 -2.319594 0.0 0.0 0.0
C 1.719579 5.981886 -2.438596 0.0 0.3 0.0
C 0.930641 6.885279 -1.751180 -0.1 -0.1 0.1
C 1.200561 8.239944 -1.879612 0.1 0.0 -0.1
C 2.238694 8.674243 -2.693199 0.0 0.1 0.0
C 3.015270 7.750666 -3.378100 -0.1 0.0 0.1
C 2.759961 6.393348 -3.248492 0.1 -0.1 -0.1
H 0.121046 6.531905 -1.127656 0.0 0.0 0.0
H 0.596510 8.959032 -1.342609 0.0 0.0 0.0
H 2.441358 9.732732 -2.792599 0.0 0.0 0.0
H 3.822419 8.086679 -4.015719 0.0 0.0 0.0
H 3.358591 5.656474 -3.767476 0.0 0.0 0.0
F 3.405862 -4.604453 -2.244437 0.3 -0.3 -0.1
C 4.361895 -4.151936 -3.081078 0.2 0.1 -0.2
C 5.681938 -4.459803 -2.821890 0.1 -0.1 0.2
C 6.660217 -3.993878 -3.687941 -0.1 0.1 -0.1
C 6.308391 -3.223863 -4.788533 0.1 0.0 0.0
C 4.974469 -2.922536 -5.027450 0.1 -0.1 0.1
C 3.989316 -3.392632 -4.171543 -0.2 0.1 0.0
H 5.934395 -5.054625 -1.954128 0.0 0.0 0.0
H 7.699124 -4.231893 -3.502466 0.0 0.0 0.0
H 7.074654 -2.858665 -5.459620 0.0 0.0 0.0
H 4.698918 -2.319313 -5.882040 0.0 0.0 0.0
H 2.943076 -3.176022 -4.343477 0.0 0.0 0.0

Record 2
119
Properties=species:S:1:pos:R:3:forces:R:3 method="wB97M-V/def2-TZVPD" e_tot_ev=-66884.433 orbital_gap_ev=6.214 e_lumo_ev=1.195 charge=-1 homo_energy_ev=-5.02
C -2.773429 -3.704342 -4.538259 -0.2 0.6 0.7
N -2.398753 -4.508230 -3.341671 1.0 0.0 0.4
C -2.937668 -5.871547 -3.595583 0.0 0.1 1.0
C -0.826304 -4.646883 -3.247384 -2.2 0.9 -0.6
C -3.125820 -3.757117 -2.156399 1.4 -0.2 0.7
C -2.471086 -3.910638 -0.754078 -0.3 -0.2 -0.1
O -2.246186 -5.326295 -0.562206 0.0 1.3 0.1
H -2.248135 -2.747170 -4.517887 0.0 0.1 -0.2
H -3.844957 -3.524028 -4.477425 0.0 0.1 0.0
H -2.609160 -4.309396 -5.394898 0.5 -0.2 -0.9
H -2.670297 -6.601357 -2.824677 0.1 0.5 0.0
H -2.517948 -6.141307 -4.547405 -0.2 -0.5 -0.4
H -4.013495 -5.772017 -3.602323 -0.3 -0.2 -0.4
H -0.668228 -5.499606 -2.625488 0.4 -0.1 0.9
H -0.512127 -3.668285 -2.875061 0.5 -0.5 0.0
H -0.437785 -4.878644 -4.253442 -0.4 0.4 0.3
H -4.095136 -4.234653 -2.125838 -0.3 0.2 -0.2
H -3.154364 -2.692978 -2.464863 -0.1 -0.6 0.2
H -3.213625 -3.538731 0.024107 0.8 -0.2 -1.0
H -1.558582 -3.240998 -0.684545 -0.6 -1.1 0.1
H -1.953472 -5.435145 0.388377 0.3 0.1 -0.3
C 1.068286 3.529641 -0.619350 -0.3 -0.5 1.7
N 1.953709 4.583375 0.033395 0.4 0.9 -2.5
C 1.494193 5.928151 -0.497279 0.4 0.0 0.4
C 1.899245 4.615257 1.517341 -0.4 0.0 0.2
C 3.394416 4.381060 -0.465259 0.7 -0.4 0.2
C 3.606568 4.357621 -2.011573 -1.5 0.6 1.6
O 3.527782 5.682941 -2.528084 0.8 -0.3 -0.1
H 0.063592 3.619348 -0.150197 0.4 0.2 -0.4
H 1.521786 2.563912 -0.383721 -0.1 0.0 0.0
H 0.997667 3.680769 -1.685481 0.0 0.3 -0.1
H 1.364714 5.974353 -1.569145 0.2 -0.6 -0.2
H 2.315096 6.597666 -0.258454 -0.3 0.4 0.2
H 0.534445 6.167061 -0.074157 -0.3 0.1 0.5
H 2.252977 5.567030 1.919953 0.7 -0.2 -0.4
H 2.397164 3.739035 1.912528 0.2 0.0 0.1
H 0.872421 4.638470 1.849666 -0.8 -0.5 -0.2
H 3.700242 3.396231 -0.102014 -0.2 -0.1 0.0
H 4.099227 5.080659 0.056807 -0.9 -0.2 -0.6
H 2.780259 3.801880 -2.431947 0.0 -0.5 -0.2
H 4.516147 3.794045 -2.182357 0.5 0.3 -0.2
H 3.625170 5.635195 -3.484313 0.0 0.1 0.0
C 5.348822 0.192345 -2.166294 -1.0 0.9 -1.1
N 4.708716 -1.028456 -1.678369 -0.8 -0.6 1.0
C 4.716118 -2.091004 -2.683645 0.8 -1.0 -0.9
C 5.474402 -1.470666 -0.486356 0.7 0.2 -0.2
C 3.226927 -0.703262 -1.307735 0.4 1.0 -0.1
C 2.436766 -1.632992 -0.372977 1.6 0.4 0.7
O 2.337904 -2.951715 -0.811318 -0.8 -0.4 0.2
H 6.313912 0.017833 -2.636793 0.2 -0.3 0.6
H 5.331616 0.923238 -1.358509 0.4 0.0 0.0
H 4.717665 0.558838 -2.984481 0.0 0.1 0.2
H 4.222821 -1.745231 -3.591306 -0.2 0.0 0.1
H 4.214785 -2.970880 -2.273902 -0.1 0.2 -0.1
H 5.756199 -2.382057 -2.971394 -0.6 0.4 0.4
H 5.010485 -2.361195 -0.091260 -0.1 -0.1 0.3
H 5.574165 -0.631853 0.217217 -0.4 -0.3 0.0
H 6.462435 -1.712979 -0.890570 0.0 -0.1 0.3
H 2.758582 -0.517434 -2.284823 -0.1 -0.3 0.3
H 3.326207 0.268063 -0.786749 -0.4 -0.5 0.1
H 1.472519 -1.136202 -0.236784 -0.1 0.0 -0.1
H 2.947718 -1.631559 0.627041 -0.5 0.3 -0.6
H 1.690338 -3.367031 -0.164713 0.4 -0.2 -0.4
C -1.920111 -0.969941 1.720685 0.3 -1.1 0.2
N -1.313335 0.254116 2.261059 -0.4 1.9 0.7
C -0.083740 -0.062362 3.126861 -0.9 -0.1 -0.2
C -0.877627 1.180875 1.139269 0.3 0.0 0.4
C -2.455494 1.072685 2.955291 0.7 0.3 0.8
C -2.716762 0.770728 4.464455 0.3 -0.1 -1.4
O -3.223918 -0.538869 4.672941 -0.4 0.8 -0.5
H -1.069525 -1.542082 1.332839 -0.5 -0.4 -0.2
H -2.682217 -0.721620 0.991658 0.2 0.1 -0.3
H -2.495276 -1.507535 2.496829 0.8 0.2 -0.3
H 0.709814 -0.527739 2.492883 -0.8 0.5 0.4
H -0.377576 -0.756863 3.944031 0.1 0.5 -0.6
H 0.245632 0.898842 3.526691 0.1 -0.2 0.0
H -0.778085 2.238234 1.479349 0.3 -0.9 0.2
H -1.673068 1.214750 0.405504 0.0 -0.3 -0.3
H 0.061817 0.760982 0.768695 -0.2 0.3 -0.3
H -3.365762 0.828372 2.401894 0.1 -0.1 0.0
H -2.220602 2.149080 2.784669 -0.1 -0.7 0.5
H -3.373910 1.601502 4.742200 -0.4 -0.3 0.3
H -1.821272 0.891009 5.069563 0.2 -0.1 0.0
H -3.903267 -0.671945 3.961958 0.3 -0.3 0.4
C -3.088649 6.038351 1.530821 1.1 -0.6 -0.7
C -1.942423 5.020778 1.324058 0.5 0.0 0.2
O -1.420524 4.529383 2.381754 -0.2 0.1 -1.2
O -1.612877 4.775554 0.121206 0.0 0.1 1.2
H -3.959268 5.535076 1.113958 -0.3 0.5 0.1
H -2.834673 6.955518 0.988735 -0.3 -0.2 -0.2
H -3.148233 6.264841 2.573349 -0.5 0.0 0.6
C -6.541483 0.200815 3.071760 1.2 0.1 -1.3
C -5.919219 -1.104617 2.460602 -2.0 -2.1 1.9
O -6.662301 -2.146389 2.535469 1.7 2.0 -0.8
O -4.691430 -1.031757 2.145637 -0.4 0.0 -0.1
H -6.881732 0.072219 4.120537 0.4 0.2 -0.7
H -7.339837 0.572458 2.427023 -0.3 -0.3 0.2
H -5.708389 0.907552 2.870789 -0.6 0.2 1.0
C 3.604624 1.718109 3.299633 0.5 -0.2 -1.3
C 3.790866 1.401912 1.778075 -0.6 -0.6 -0.7
O 4.984830 1.342097 1.361774 -1.0 0.1 0.1
O 2.737212 1.175134 1.058790 1.5 0.7 1.2
H 4.004231 2.701741 3.528574 0.2 0.1 0.0
H 4.163619 0.970549 3.840622 0.3 -0.1 0.3
H 2.588348 1.672220 3.617736 -0.8 0.0 0.0
C -2.826367 0.876529 -2.662799 -0.7 -0.2 0.5
C -2.770158 0.540374 -4.168397 0.9 -0.1 0.1
O -3.431545 1.324103 -4.884375 0.7 -1.2 -0.1
O -1.981078 -0.448895 -4.466665 -1.4 1.0 -0.1
H -3.888566 1.029828 -2.356955 0.8 0.2 -0.2
H -2.239959 1.783268 -2.445180 -0.3 -0.2 -0.1
H -2.424944 0.054803 -2.063658 0.1 0.0 0.0
C 1.167511 -5.389516 2.749826 0.0 -0.7 0.5
C 0.069758 -4.873809 1.836542 1.5 0.9 -0.5
O 0.464257 -3.898547 1.100776 -0.8 -0.3 -0.2
O -1.023803 -5.444802 1.851697 -0.7 0.0 -0.3
H 1.545079 -6.340739 2.358302 -0.1 0.1 -0.1
H 0.803754 -5.606309 3.763454 0.0 0.2 -0.2
H 1.990060 -4.690238 2.761480 0.2 0.2 0.2

Record 3
7
Properties=species:S:1:pos:R:3:forces:R:3 method="wB97M-V/def2-TZVPD" e_tot_ev=-30553.412 orbital_gap_ev=9.333 relative_energy_kcal_mol=1.1 e_lumo_ev=0.348 homo_energy_ev=-8.98 smiles="O=C=O.OSCl"
O 0.999045 -0.786219 -0.157251 0.1 0.1 -1.2
C 0.931812 -1.252277 0.892281 0.4 0.2 0.6
O 0.943728 -1.676071 1.957625 -0.3 -0.5 0.7
O -0.336379 1.125861 -1.639671 1.4 -1.7 1.2
S -1.627719 0.647342 -0.757204 -0.4 -0.3 -1.3
Cl -1.311414 1.457786 1.019930 0.2 0.5 1.0
H 0.400927 0.483579 -1.315710 -1.5 1.6 -1.1